Record 1
The following is a quantum chemistry calculation of a 4-piece molecular cluster, C3H12O4 overall, from the OMol25 dataset.

```
19
Properties=species:S:1:pos:R:3:lowdin_charge:R:1
H -0.9829 -1.3492 -0.5534 -0.01
H -2.2133 -1.9186 -1.2381 0.03
H -2.6724 2.0584 2.4471 0.07
H 1.3387 -2.5926 -0.8620 0.03
O 1.9531 -1.9671 -1.2642 -0.06
H -0.5134 -0.1703 2.3134 0.11
H -1.4861 1.8191 0.2131 0.12
H 1.6801 -1.9601 -2.1878 0.03
O 0.0058 0.3838 -0.0504 -0.04
H 4.0497 1.4897 -2.1920 0.04
C -2.3126 1.0919 2.7792 -0.11
H -3.1855 0.4513 2.6795 0.07
O 3.0977 1.5845 -2.1134 -0.05
H 0.3984 0.9161 -0.7402 0.09
H 2.7042 0.7931 -2.4880 0.02
H -2.0198 1.0771 3.8212 0.07
O -1.3697 -2.1819 -0.8585 -0.06
C -1.2004 0.5714 1.9254 -0.15
C -0.9365 1.0333 0.7135 -0.21
```

- Molecular weight: 112.1 g mol⁻¹
- SMILES string: C/C=C/O.O.O.O
- Energy above the lowest of the compared OMol25 structures with the same formula, charge and spin: 22.62 kcal per mole
- HOMO: -8.87 eV
- Gap between HOMO and LUMO: 9.4 eV

---

Record 2
The following is a quantum chemistry calculation of C30H44BrMgN3P2 as an isolated structure at a distorted geometry, from the OMol25 dataset.

```
81
Properties=species:S:1:pos:R:3:lowdin_charge:R:1
H -1.8151 1.9034 3.6178 0.10
H 0.7957 -5.0796 -2.0356 0.06
C -1.8657 1.5765 -1.1212 0.02
C -0.9516 5.4821 -3.7849 -0.22
N 0.3366 3.2972 7.3809 0.16
C -0.8954 2.5737 5.4694 0.01
P 2.0818 -1.3006 1.3610 0.91
C -0.2640 -5.0706 -1.7627 -0.17
C 0.2573 2.5267 6.2706 -0.29
H -2.1835 -2.2257 -4.5755 0.07
H -3.4695 -1.4019 -1.9537 0.07
H -5.3951 -3.4718 -0.4465 0.07
H 2.6270 -1.0852 -2.3896 0.10
H -3.8323 -2.7619 -4.2111 0.07
C -0.7628 7.7181 -4.7121 -0.11
C -4.6718 -4.1076 0.0656 -0.17
H -4.6709 -5.0766 -0.4359 0.06
H 1.1492 3.3161 7.9794 0.13
C -0.8958 1.9431 4.2302 -0.16
C -3.0709 -2.0169 -3.9727 -0.15
C -0.9996 3.7962 -1.7122 0.07
H -5.0247 -4.2730 1.0859 0.07
H -2.2832 -0.4411 -0.7907 0.07
C 0.6769 1.0626 -0.0328 -0.20
H -0.4991 -3.3987 -0.3591 -0.01
H 5.0940 -1.5008 0.6417 0.07
C 1.2363 1.0923 4.5959 -0.10
H 2.1124 -2.7301 -0.6207 0.08
H 2.7794 0.2188 -1.2267 0.06
C -3.2610 -3.4958 0.0442 -0.46
C 0.1627 2.3814 -0.1168 -0.10
C -0.7311 -3.6631 -1.4004 -0.47
N -1.0210 7.2817 -5.9434 0.07
C 1.9830 -1.6581 -0.4433 -0.39
H -3.4617 -1.0360 -4.2646 0.07
C 3.1734 -3.9008 1.3841 -0.12
C 3.5696 -0.2891 1.6637 -0.37
C -0.9774 4.6005 -2.6379 0.11
H -0.4677 7.2624 -2.6251 0.12
C -0.7006 6.8562 -3.6066 -0.01
H 2.0114 0.3895 4.2756 0.10
H -1.3255 3.9853 -5.3513 0.11
H -0.4281 3.8990 7.6474 0.12
C 2.3177 -2.9137 2.1524 -0.41
H 1.7455 0.9930 0.1662 0.08
H -2.5954 -4.1133 0.6729 0.07
H -0.4079 -5.7632 -0.9286 0.07
H -3.2557 -2.4662 0.4333 0.03
H -1.7264 -1.4928 -2.4031 0.04
H -0.8260 -5.4653 -2.6159 0.06
H 2.2000 1.6227 6.4772 0.13
H 0.8276 3.2105 0.1137 0.15
N 0.2041 1.3185 3.7314 -0.04
C 1.3196 1.7042 5.8469 0.02
H -2.7795 1.7404 -1.6959 0.16
H -1.4174 5.6812 -7.1848 0.12
C 4.8876 -1.0496 1.6193 -0.12
C 2.8962 -0.8613 -1.3491 -0.11
C -2.7082 -1.9758 -2.4942 -0.48
H 3.9519 -1.1214 -1.2192 0.08
H 4.9566 -1.8208 2.3930 0.08
H 0.9122 -1.3938 -0.7054 0.01
C -0.1756 -0.0132 -0.4001 -0.26
C -1.2166 5.9806 -6.1502 -0.11
H 2.6817 -4.2704 0.4769 0.07
H 3.5938 0.5466 0.9488 0.08
C -0.9573 2.6065 -0.9594 -0.24
H 2.7332 -2.6897 3.1451 0.10
C -1.1756 5.0363 -5.1113 0.00
H 3.3173 -4.7627 2.0436 0.10
Br -0.5945 -1.6069 1.5496 0.54
H -0.6026 8.7939 -4.5965 0.12
Mg -0.8211 1.3871 1.5513 0.90
H 5.6867 -0.3260 1.8111 0.09
H 1.3170 -3.3373 2.3189 0.04
C -1.4897 0.2862 -0.7365 -0.16
H 3.4207 0.1613 2.6586 0.07
H 4.1601 -3.4995 1.1270 0.07
P -2.5332 -3.5537 -1.6340 0.97
H -1.7393 3.1694 5.8000 0.13
H -0.2289 -2.9196 -2.0336 0.07
```

- Molecular weight: 612.9 g mol⁻¹
- Energy above the lowest of the compared OMol25 structures with the same formula, charge and spin: 123.90 kcal per mole
- HOMO (alpha / beta): -11.73 / -11.73 eV
- Charge: +2
- Gap between HOMO and LUMO (alpha / beta): 4.4 / 4.4 eV

---

Record 3
The following is a quantum chemistry calculation of C7H17N2O3S as an isolated structure at a distorted geometry, from the OMol25 dataset.

```
30
Properties=species:S:1:pos:R:3:lowdin_charge:R:1
H -0.9715 0.0981 -2.5944 0.11
H -0.3938 3.0889 -0.0319 0.12
H 1.2010 2.6793 -0.8814 0.06
C -0.4888 0.5121 -0.3586 -0.27
N 0.5180 1.2636 0.4508 -0.39
C 0.6104 2.6349 -0.0327 -0.04
H 1.1842 1.4823 2.4280 0.12
H -0.9457 1.8010 -2.2858 0.12
H 2.5359 -2.7916 0.2585 0.10
S 2.3739 0.0173 0.0813 1.02
H 1.1165 -2.8718 1.5248 0.11
H -2.4613 -1.6526 -1.4788 0.14
H 4.2053 -0.9790 -0.7575 0.03
C 0.2707 1.2044 1.8348 -0.10
O 2.3563 0.5288 -1.2767 -0.41
H -0.4863 1.8517 2.1178 0.08
H 0.0516 0.1858 2.1824 0.10
H 1.1999 3.1438 0.7800 0.13
O -1.2006 -1.9503 0.0062 0.01
H 0.6504 1.0332 -2.2639 0.08
H -1.5100 0.9264 -0.1146 0.17
C -0.3867 -0.9613 -0.1051 -0.12
H -3.0289 -2.7383 -0.0100 0.12
C 1.4148 -2.7644 0.4505 -0.03
O 3.7331 -0.9456 0.0226 -0.26
N 1.1307 -1.3420 0.0668 -0.15
C -2.5500 -1.8065 -0.3429 0.01
C -0.4111 0.8407 -1.9066 -0.03
H 0.8520 -3.3066 -0.2590 0.07
H -3.0557 -0.9850 0.1769 0.11
```

- Molecular weight: 209.3 g mol⁻¹
- Energy above the lowest of the compared OMol25 structures with the same formula, charge and spin: 48.71 kcal per mole
- HOMO: -13.00 eV
- Charge: +1
- Gap between HOMO and LUMO: 8.6 eV

---

Record 4
The following is a quantum chemistry calculation of an isolated ion of composition C5H9N2 and charge +1 at a distorted geometry, from the OMol25 dataset.

```
16
Properties=species:S:1:pos:R:3:lowdin_charge:R:1
N -2.4023 -0.6568 0.7617 0.02
H -0.4230 -0.7454 1.5643 0.18
H 2.7771 1.6385 -0.7942 0.11
H -1.0474 0.9303 -0.9402 0.10
H -4.3466 -1.5363 1.0000 0.09
C -1.1505 -0.3346 0.7256 -0.18
H 2.5661 -0.7039 0.0682 0.14
C 1.8337 -0.2696 -0.6040 -0.10
N 0.9547 0.6615 0.0375 -0.06
H 1.0906 0.7826 1.0472 0.18
C -0.5430 0.5579 -0.1149 -0.03
C 1.9404 1.0968 -1.0441 0.05
C -3.2804 -1.6080 0.7709 0.09
H -2.9265 -2.6670 0.7374 0.10
H 1.2321 -1.1139 -1.1082 0.17
H 1.3680 1.3562 -1.9539 0.15
```

- Molecular weight: 97.1 g mol⁻¹
- SMILES string: C=N/C=C/[NH+]1CC1
- Energy above the lowest of the compared OMol25 structures with the same formula, charge and spin: 120.41 kcal per mole
- HOMO: -12.58 eV
- Charge: +1
- Gap between HOMO and LUMO: 8.9 eV